Computed, not measured: a cluster of 2 separate species, C14H25NO3PS in total at a distorted geometry, with wB97M-V/def2-TZVPD.

Properties
HOMO level = -11.011 eV
frontier orbital gap = 6.76 eV
E_tot = -42663.6310 eV
total charge = +1

```
45
Properties=species:S:1:pos:R:3:forces:R:3
C -2.111 -0.192 -2.306 0.5 -1.0 -0.4
C -2.811 -1.205 -1.204 -0.1 0.3 -1.7
P -3.007 -0.462 0.544 -0.8 -0.4 0.6
C -4.123 1.119 0.329 1.5 0.8 -0.3
C -1.362 0.180 1.271 4.6 2.6 1.8
C 0.047 0.402 0.465 0.2 1.2 3.9
C 1.392 1.007 1.253 -4.4 -0.7 2.7
C 1.183 1.348 2.875 -1.3 -0.9 -3.1
N -0.141 1.149 3.614 0.3 -1.3 -4.5
C -0.196 1.546 5.104 0.3 -0.5 0.6
O -1.119 0.642 5.805 0.9 2.9 -0.8
C -1.977 1.347 6.769 -0.8 -0.2 1.8
C -1.352 0.588 2.889 1.8 0.0 -2.3
H -0.995 -0.551 -2.450 -2.2 0.9 0.3
H -2.655 -0.344 -3.350 1.2 0.6 2.3
H -2.116 0.931 -1.966 -0.1 -2.2 -0.8
H -3.913 -1.406 -1.617 2.2 0.5 1.4
H -2.293 -2.272 -1.184 -1.0 2.4 0.2
H -3.905 1.772 1.296 -0.8 -1.3 -2.1
H -3.658 1.684 -0.602 -1.4 -0.9 1.9
H -5.253 0.838 0.194 2.4 0.5 0.3
H 0.127 0.143 -0.674 -0.1 0.5 2.5
H 2.429 1.198 0.698 -2.5 -0.5 1.4
H 2.110 1.811 3.468 -2.5 -1.2 -1.2
H -0.476 2.681 5.151 0.3 -2.2 0.0
H 0.888 1.369 5.513 -2.0 0.4 -0.8
H -1.732 2.481 6.921 -0.3 -2.1 -0.6
H -1.808 0.826 7.830 -0.4 1.1 -2.4
H -3.100 1.217 6.462 2.2 0.3 0.5
H -2.369 0.414 3.487 2.8 0.5 -1.1
C 3.194 -2.492 -4.334 -0.2 -0.2 -0.2
C 2.966 -1.165 -5.056 0.2 0.0 -0.4
C 2.221 -0.242 -4.093 -0.3 0.4 -0.5
S 2.682 -0.759 -2.447 0.8 0.1 -0.4
O 1.508 -1.286 -1.784 -0.1 0.3 0.3
O 3.521 0.258 -1.845 -0.7 -0.2 0.4
C 3.708 -2.126 -2.950 0.3 -0.5 0.0
H 3.903 -3.130 -4.870 -0.1 0.1 0.1
H 2.245 -3.036 -4.250 0.2 0.0 0.0
H 3.934 -0.721 -5.317 -0.2 -0.1 0.0
H 2.406 -1.301 -5.986 0.1 0.1 0.2
H 2.504 0.804 -4.239 -0.1 -0.1 0.2
H 1.137 -0.352 -4.192 0.1 0.0 0.1
H 3.623 -2.942 -2.230 0.0 0.2 0.1
H 4.742 -1.770 -2.995 -0.2 0.0 0.1
```
Positions in Å, forces in eV/Å.

Mulliken analysis output, partial charges in e: -0.45 -0.53 0.01 -0.81 0.22 0.31 -0.52 -0.12 0.24 -0.39 -0.34 -0.54 -0.37 -0.06 0.31 0.20 0.31 0.37 0.28 0.25 0.31 -0.09 0.33 0.30 0.34 0.32 0.30 0.23 0.23 0.36 -0.55 -0.66 -0.54 1.24 -0.65 -0.73 -0.79 0.36 0.29 0.28 0.35 0.43 0.23 0.39 0.38